No. 1
Here is the molecule C5H11N from the OMol25 dataset. Energies are from ωB97M-V/def2-TZVPD.

The geometry in ORCA input format:
```
! RIJCOSX wB97M-V def2-TZVPD def2/J DEFGRID3
* xyz 0 1
C -1.74 0.90 0.40
C -1.38 -0.35 -0.53
N -0.02 -0.92 -0.56
C 0.55 -1.31 0.72
C 0.94 -0.04 0.05
C 2.24 0.30 -0.59
H -2.49 0.61 1.15
H -0.99 1.46 1.00
H -2.16 1.68 -0.24
H -2.06 -1.20 -0.33
H -1.56 -0.06 -1.58
H -0.09 -1.27 1.61
H 1.20 -2.18 0.69
H 0.45 0.82 0.47
H 2.85 0.84 0.14
H 2.08 0.96 -1.45
H 2.79 -0.58 -0.93
*
```

Computed properties:
HOMO-LUMO gap ... 10.154 eV
Energy relative to the best compared isomer or geometry (same formula, charge and spin) ... 174.4 kJ/mol
F_max ... 0.93 eV/Å
SMILES ... CCN1C[C@H]1C
HOMO level ... -9.0 eV


No. 2
Here is the molecule C5H11N from the OMol25 dataset. Energies are from ωB97M-V/def2-TZVPD.

The geometry in ORCA input format:
```
! RIJCOSX wB97M-V def2-TZVPD def2/J DEFGRID3
* xyz 0 1
C -1.51 1.63 1.49
C -0.25 0.93 1.01
C -0.42 -0.05 -0.15
N 0.86 -0.72 -0.33
C 1.02 -2.00 -0.96
C 1.55 -0.77 -1.60
H -1.95 2.26 0.72
H -1.29 2.27 2.36
H -2.26 0.89 1.81
H 0.51 1.67 0.72
H 0.20 0.35 1.83
H -0.76 0.47 -1.06
H -1.20 -0.79 0.10
H 1.69 -2.69 -0.44
H 0.17 -2.47 -1.45
H 2.61 -0.52 -1.56
H 1.03 -0.44 -2.50
*
```

Computed properties:
HOMO-LUMO gap ... 10.138 eV
Energy relative to the best compared isomer or geometry (same formula, charge and spin) ... 139.8 kJ/mol
F_max ... 0.28 eV/Å
SMILES ... CCCN1CC1
HOMO level ... -8.9 eV


No. 3
Here is a cluster of 2 separate species, C5H11N in total from the OMol25 dataset. Energies are from ωB97M-V/def2-TZVPD.

The geometry in ORCA input format:
```
! RIJCOSX wB97M-V def2-TZVPD def2/J DEFGRID3
* xyz 0 1
C -1.99 0.41 -1.04
C -1.37 0.10 0.29
N -0.44 -0.81 0.42
C 0.35 -1.74 -0.38
C 0.48 -1.48 1.05
C 1.83 1.38 0.59
H -1.94 1.48 -1.26
H -1.47 -0.12 -1.84
H -3.05 0.12 -1.09
H 0.81 1.23 0.23
H -1.64 0.65 1.19
H -0.21 -2.60 -0.78
H 1.03 -1.29 -1.11
H 0.83 -1.68 2.04
H 2.46 0.57 0.24
H 1.82 1.38 1.68
H 2.20 2.34 0.22
*
```

Computed properties:
HOMO-LUMO gap ... 7.789 eV
Energy relative to the best compared isomer or geometry (same formula, charge and spin) ... 394.9 kJ/mol
F_max ... 0.36 eV/Å
HOMO level ... -6.7 eV


No. 4
Here is a cluster of 2 separate species, C5H11N in total from the OMol25 dataset. Energies are from ωB97M-V/def2-TZVPD.

The geometry in ORCA input format:
```
! RIJCOSX wB97M-V def2-TZVPD def2/J DEFGRID3
* xyz 0 1
C -1.83 1.12 -0.25
C -1.58 -0.40 -0.22
N -0.86 -0.80 1.00
C 0.44 -1.70 1.17
C 0.38 -0.39 1.35
H -2.65 1.36 -0.93
H -2.12 1.48 0.74
H -0.96 1.69 -0.58
H -2.56 -0.88 -0.14
H -1.13 -0.71 -1.17
H 0.43 -2.51 1.91
H 0.84 0.56 1.62
C 2.32 0.23 -0.89
H 1.89 -0.71 -0.49
H 3.11 0.62 -0.24
H 1.54 0.99 -1.00
H 2.75 0.05 -1.87
*
```

Computed properties:
HOMO-LUMO gap ... 8.641 eV
Energy relative to the best compared isomer or geometry (same formula, charge and spin) ... 451.5 kJ/mol
F_max ... 0.82 eV/Å
SMILES ... CCN1C=C1.C
HOMO level ... -7.8 eV


No. 5
Here is the molecule C5H11N at a distorted geometry from the OMol25 dataset. Energies are from ωB97M-V/def2-TZVPD.

The geometry in ORCA input format:
```
! RIJCOSX wB97M-V def2-TZVPD def2/J DEFGRID3
* xyz 0 1
C -2.22 -0.38 -0.13
C -1.12 0.66 0.15
N 0.13 0.18 -0.32
C 0.79 -1.00 0.10
C 2.12 -0.32 -0.09
C 1.30 0.99 -0.07
H -2.03 -1.32 0.28
H -2.36 -0.45 -1.25
H -3.16 -0.02 0.22
H -1.05 1.06 1.21
H -1.36 1.54 -0.47
H 0.51 -1.95 -0.35
H 0.59 -1.15 1.20
H 2.94 -0.51 0.64
H 2.35 -0.55 -1.22
H 1.17 1.44 0.91
H 1.41 1.76 -0.79
*
```

Computed properties:
HOMO-LUMO gap ... 9.453 eV
Energy relative to the best compared isomer or geometry (same formula, charge and spin) ... 169.0 kJ/mol
F_max ... 3.49 eV/Å
SMILES ... CCN1CCC1
HOMO level ... -8.2 eV


No. 6
Here is the molecule C5H11N from the OMol25 dataset. Energies are from ωB97M-V/def2-TZVPD.

The geometry in ORCA input format:
```
! RIJCOSX wB97M-V def2-TZVPD def2/J DEFGRID3
* xyz 0 1
C 1.32 -0.05 1.21
C 0.54 -0.01 -0.11
C 1.12 0.98 -1.11
N -0.85 0.35 0.15
C -1.75 -0.36 -0.71
C -1.69 -0.67 0.74
H 1.48 0.96 1.63
H 0.79 -0.63 1.96
H 2.30 -0.50 1.04
H 0.52 -1.02 -0.61
H 1.14 2.01 -0.74
H 0.52 0.97 -2.03
H 2.15 0.69 -1.36
H -1.23 -1.10 -1.33
H -2.56 0.20 -1.18
H -2.42 -0.28 1.45
H -1.28 -1.65 0.99
*
```

Computed properties:
HOMO-LUMO gap ... 10.523 eV
Energy relative to the best compared isomer or geometry (same formula, charge and spin) ... 120.5 kJ/mol
F_max ... 0.90 eV/Å
SMILES ... CC(C)N1CC1
HOMO level ... -9.3 eV


No. 7
Here is a cluster of 3 separate species, C5H11N in total from the OMol25 dataset. Energies are from ωB97M-V/def2-TZVPD.

The geometry in ORCA input format:
```
! RIJCOSX wB97M-V def2-TZVPD def2/J DEFGRID3
* xyz 0 1
C 2.28 -0.68 -0.57
N 1.98 0.47 -0.95
C 2.30 0.27 0.52
H 2.38 -1.68 -0.97
H 1.47 0.34 1.21
H 3.25 0.68 0.87
H -0.21 -1.96 0.64
H -0.05 -2.68 0.48
C -1.63 0.52 1.25
C -1.22 1.00 0.08
C -1.52 0.41 -1.27
H -1.38 1.00 2.19
H -2.25 -0.37 1.31
H -0.60 1.90 0.06
H -2.10 -0.52 -1.18
H -0.59 0.19 -1.80
H -2.09 1.11 -1.89
*
```

Computed properties:
HOMO-LUMO gap ... 10.841 eV
Energy relative to the best compared isomer or geometry (same formula, charge and spin) ... 377.3 kJ/mol
F_max ... 0.54 eV/Å
SMILES ... C1=NC1.[H][H].C=CC
HOMO level ... -9.6 eV


No. 8
Here is the molecule C5H11N at a distorted geometry from the OMol25 dataset. Energies are from ωB97M-V/def2-TZVPD.

The geometry in ORCA input format:
```
! RIJCOSX wB97M-V def2-TZVPD def2/J DEFGRID3
* xyz 0 1
N 3.32 0.09 -0.27
C 1.98 0.43 -0.11
C 0.88 -0.71 0.08
C -0.40 -0.55 0.68
C -1.24 0.56 0.22
C -2.63 0.04 -0.40
H 3.43 -0.89 0.03
H 1.63 1.22 -0.78
H 2.35 0.74 0.91
H 0.59 -0.97 -0.96
H 1.47 -1.57 0.40
H -0.78 1.02 -0.66
H -0.25 -0.65 1.76
H -1.66 1.39 0.79
H -2.43 -0.33 -1.40
H -2.99 -0.70 0.30
H -3.28 0.89 -0.59
*
```

Computed properties:
HOMO-LUMO gap ... 4.567 eV
Energy relative to the best compared isomer or geometry (same formula, charge and spin) ... 704.5 kJ/mol
F_max ... 3.70 eV/Å
HOMO level ... -6.5 eV


No. 9
Here is a cluster of 2 separate species, C5H11N2 in total at a distorted geometry from the OMol25 dataset. Energies are from ωB97M-V/def2-TZVPD.

The geometry in ORCA input format:
```
! RIJCOSX wB97M-V def2-TZVPD def2/J DEFGRID3
* xyz 1 1
C -2.52 1.29 -0.01
C -2.39 0.03 -0.04
C -2.23 -1.22 -0.06
C 1.78 -1.33 -0.20
C 1.80 1.47 0.35
N 0.71 -0.42 -0.22
N 0.58 0.82 0.08
H -1.76 2.09 0.07
H -3.49 1.88 0.00
H -2.52 -1.69 0.87
H -0.24 -0.84 -0.30
H -2.25 -1.95 -0.94
H 2.33 -1.39 0.72
H 2.46 -1.27 -1.02
H 1.27 -2.30 -0.53
H 2.39 0.82 1.02
H 1.62 2.50 0.78
H 2.46 1.49 -0.55
*
```

Computed properties:
HOMO-LUMO gap ... 7.635 eV
Energy relative to the best compared isomer or geometry (same formula, charge and spin) ... 472.3 kJ/mol
F_max ... 5.05 eV/Å
HOMO level ... -13.5 eV


No. 10
Here is the ion C5H11N2 with charge +1 at a distorted geometry from the OMol25 dataset. Energies are from ωB97M-V/def2-TZVPD.

The geometry in ORCA input format:
```
! RIJCOSX wB97M-V def2-TZVPD def2/J DEFGRID3
* xyz 1 1
C 1.62 -0.11 0.59
C -0.86 -0.66 -1.13
C -0.56 0.42 0.05
C 0.19 1.26 -0.97
C -0.17 -0.60 2.23
N 0.39 -0.17 0.99
N 0.10 0.10 -1.91
H 1.18 1.39 -0.50
H 2.35 -0.45 1.31
H -0.47 -1.71 -0.98
H -1.87 -0.46 -1.62
H -1.35 1.04 0.41
H -0.34 2.20 -1.28
H -1.19 -1.13 2.32
H 0.53 -1.29 2.51
H -0.32 0.17 2.91
H 0.97 -0.38 -2.05
H -0.19 0.39 -2.89
*
```

Computed properties:
HOMO-LUMO gap ... 9.270 eV
Energy relative to the best compared isomer or geometry (same formula, charge and spin) ... 436.1 kJ/mol
F_max ... 4.62 eV/Å
HOMO level ... -12.6 eV


No. 11
Here is a cluster of 2 separate species, C5H11N2 in total at a distorted geometry from the OMol25 dataset. Energies are from ωB97M-V/def2-TZVPD.

The geometry in ORCA input format:
```
! RIJCOSX wB97M-V def2-TZVPD def2/J DEFGRID3
* xyz 1 1
C -1.63 -0.86 0.09
C 1.43 0.18 -0.37
C 0.50 -0.43 0.57
C 2.71 0.83 0.07
C -3.39 0.85 -0.06
N -2.75 -0.40 -0.09
N 1.37 -1.30 -0.22
H 0.66 -0.41 1.64
H -1.44 -1.91 0.03
H 1.05 0.53 -1.32
H 3.49 0.70 -0.68
H 3.05 0.44 1.02
H 2.54 1.90 0.18
H -2.72 1.68 -0.29
H -4.21 0.81 -0.77
H -3.81 1.00 0.94
H 0.96 -1.86 -0.96
H 2.17 -1.75 0.23
*
```

Computed properties:
HOMO-LUMO gap ... 9.409 eV
Energy relative to the best compared isomer or geometry (same formula, charge and spin) ... 406.3 kJ/mol
F_max ... 3.34 eV/Å
HOMO level ... -12.9 eV


No. 12
Here is a cluster of 2 separate species, C5H11N2 in total from the OMol25 dataset. Energies are from ωB97M-V/def2-TZVPD.

The geometry in ORCA input format:
```
! RIJCOSX wB97M-V def2-TZVPD def2/J DEFGRID3
* xyz 1 1
C 1.05 1.58 0.62
C 1.23 1.66 -0.68
C -1.14 1.36 1.23
N 0.02 0.85 1.24
H 1.76 2.03 1.32
H 0.61 1.09 -1.37
H 2.01 2.25 -1.12
H -1.96 0.83 1.70
H -1.34 2.34 0.78
C 0.86 -1.89 -0.99
C -1.47 -1.25 -0.74
N -0.49 -1.98 -0.42
H 1.23 -2.90 -1.16
H 1.50 -1.37 -0.27
H 0.82 -1.33 -1.92
H -1.35 -0.49 -1.51
H -2.43 -1.40 -0.25
H -0.60 -2.61 0.37
*
```

Computed properties:
HOMO-LUMO gap ... 7.818 eV
Energy relative to the best compared isomer or geometry (same formula, charge and spin) ... 234.5 kJ/mol
F_max ... 0.34 eV/Å
HOMO level ... -12.8 eV


| no. | E_LUMO (hartree) | DFT total energy (hartree) |
| --- | --- | --- |
| 1 | 0.0415 | -251.79612 |
| 2 | 0.0461 | -251.80930 |
| 3 | 0.0403 | -251.71211 |
| 4 | 0.0310 | -251.69058 |
| 5 | 0.0453 | -251.79818 |
| 6 | 0.0466 | -251.81664 |
| 7 | 0.0462 | -251.71884 |
| 8 | -0.0697 | -251.59419 |
| 9 | -0.2170 | -306.20358 |
| 10 | -0.1206 | -306.21738 |
| 11 | -0.1273 | -306.22874 |
| 12 | -0.1843 | -306.29418 |